Entry 1:
The following is a DFT calculation (wB97M-V/def2-TZVPD) of a structure of composition C7H10.

Results
M = 94.16 g mol⁻¹
Kohn-Sham gap = 9.03 eV
Spin multiplicity = 1
ΔE to the lowest compared entry with this formula, charge and spin = 115.8 kcal/mol
E_LUMO = 0.967 eV
Total energy = -7416.011 eV

Last column: Mulliken charge in e.
Geometry (Å):
C1 -1.842590 -0.495500 -0.028438  -0.710
C2 -1.458895 0.869224 -0.564835  -0.726
C3 -0.398057 -0.098214 -0.113235  0.506
C4 0.661588 -0.818917 -0.966622  -0.539
C5 1.831143 -0.803777 0.081596  -0.457
C6 1.808536 0.647474 0.544020  -0.547
C7 0.495679 0.113661 1.092601  -0.355
H1 -2.207973 -1.241523 -0.734963  0.250
H2 -2.303573 -0.544132 0.959412  0.249
H3 -1.562425 1.044809 -1.636017  0.246
H4 -1.657627 1.741733 0.059263  0.255
H5 0.362260 -1.834019 -1.259206  0.316
H6 0.961235 -0.265725 -1.871254  0.324
H7 0.911654 -1.038088 1.253404  0.159
H8 1.678916 1.427338 -0.213689  0.231
H9 2.557590 0.907323 1.298181  0.257
H10 0.162534 0.388337 2.099790  0.538

Cartesian forces (eV/Å) of the 2 atoms listed first:
0.063 -0.032 0.033
0.097 -0.009 -0.017

---

Entry 2:
The following is a DFT calculation (wB97M-V/def2-TZVPD) of a structure of composition C6H11NO in a non-equilibrium geometry.

Results
M = 113.16 g mol⁻¹
Kohn-Sham gap (spin up / spin down) = 7.87 / 7.86 eV
Spin multiplicity = 1
ΔE to the lowest compared entry with this formula, charge and spin = 111.2 kcal/mol
E_LUMO (spin up / spin down) = 0.709 / 0.708 eV
Total energy = -9933.634 eV

Last column: Mulliken charge in e.
Geometry (Å):
C1 1.198676 -0.163001 0.066018  0.072
C2 2.240410 -1.239504 0.173250  -0.395
C3 3.150904 0.003145 0.029882  -0.331
C4 -1.592422 -0.286898 -1.349800  -1.342
C5 -1.434116 1.240019 0.703666  -1.278
C6 -1.343145 -0.129769 0.112037  0.933
N1 1.949885 0.866229 -0.050579  -0.547
O1 -1.690905 -1.204008 0.860573  -0.477
H1 2.288471 -1.760557 1.127697  0.205
H2 2.273296 -1.950303 -0.649968  0.198
H3 3.768769 0.228224 0.899696  0.242
H4 3.746474 0.037400 -0.883152  0.241
H5 -2.635267 -0.044922 -1.583219  0.408
H6 -1.407971 -1.313502 -1.655137  0.331
H7 -0.950043 0.385103 -1.912115  0.325
H8 -2.422200 1.676644 0.503367  0.378
H9 -0.683474 1.890690 0.253794  0.305
H10 -1.270646 1.221611 1.780107  0.383
H11 -1.563390 -1.027277 1.802559  0.351

Cartesian forces (eV/Å) of the 2 atoms listed first:
-2.963 0.387 0.061
0.482 -0.135 -0.007